C49H38BCaN13O6P2Se2 | ωB97M-V/def2-TZVPD

Structure (XYZ):
```
112
Properties=species:S:1:pos:R:3:mulliken_spin:R:1
Ca 1.5703 -1.0456 -0.5440 0.005
C 5.8344 -2.6462 0.1584 -0.001
C 4.8143 -2.2301 -0.6964 0.004
N 3.7648 -1.8380 0.0285 0.001
N 4.1136 -2.0671 1.3045 0.000
C 5.3466 -2.5820 1.4444 0.000
B 3.0788 -1.8724 2.4882 0.001
N 2.7200 -0.3873 2.7244 0.001
C 2.5461 0.4516 3.7930 0.000
C 1.8144 1.5258 3.4113 0.000
C 1.4518 1.2748 2.0774 -0.003
N 2.0286 0.1515 1.6510 -0.007
N 1.8097 -2.7294 2.2516 0.000
C 1.1921 -3.3880 3.2052 0.000
C 0.0541 -3.9654 2.7201 0.000
C 0.0706 -3.6804 1.3526 0.000
N 1.1423 -2.9502 1.0859 0.000
N 3.8096 -2.3502 3.8180 0.000
C 4.0335 -3.6736 4.0498 0.000
C 4.8465 -3.8172 5.1328 0.000
C 5.0422 -2.4939 5.5113 0.000
N 4.4546 -1.5861 4.7251 0.000
H 6.7110 -3.0922 -0.1562 0.000
H 4.8861 -2.2033 -1.7798 -0.001
H 5.8531 -2.8499 2.3421 0.000
H 3.2768 0.2844 4.5756 0.000
H 1.5432 2.4007 3.9860 0.000
H 0.8765 1.9652 1.4131 0.002
H 1.6475 -3.5399 4.1951 0.000
H -0.5731 -4.6339 3.3300 0.000
H -0.6498 -3.8044 0.5833 0.000
H 3.6013 -4.4039 3.3801 0.000
H 5.3296 -4.7339 5.5148 0.000
H 5.7078 -2.1499 6.2756 0.000
Se -4.6567 1.4122 -2.2850 0.000
P -4.0248 1.2111 -0.2727 0.000
C -5.4605 0.8611 0.8115 0.000
C -6.4645 1.8018 0.9193 0.000
C -7.3561 1.6374 1.9523 0.000
C -7.3439 0.4902 2.7459 0.000
C -6.3653 -0.4572 2.5659 0.000
C -5.4002 -0.2626 1.6128 0.000
C -3.2867 2.7043 0.5070 0.000
C -3.9383 3.5851 1.3997 0.000
C -3.2381 4.6140 1.9990 0.000
C -1.8762 4.6673 1.9151 0.000
C -1.1601 3.7357 1.2238 0.000
C -1.8853 2.8262 0.4805 0.002
C -2.7844 0.0136 0.0910 -0.002
C -1.9075 -0.7777 -0.6782 0.001
N -0.9566 -1.1717 0.1289 -0.001
N -1.1325 -0.6129 1.3085 0.000
N -2.2365 0.0992 1.3201 0.000
P -1.7886 -1.6872 -2.2402 0.007
Se -0.1142 -2.9081 -2.6221 0.000
C -3.2852 -2.7039 -2.4490 -0.001
C -3.1738 -4.1127 -2.4085 0.002
C -4.3149 -4.9256 -2.5724 0.000
C -5.5552 -4.3430 -2.7308 0.000
C -5.6416 -2.9499 -2.8113 0.000
C -4.5425 -2.1144 -2.6276 0.000
C -1.8432 -0.4490 -3.5324 0.010
C -1.0968 0.7200 -3.4228 0.025
C -1.0442 1.5780 -4.4683 0.028
C -1.6765 1.3862 -5.6857 -0.003
C -2.4472 0.2564 -5.7543 0.001
C -2.5013 -0.6953 -4.7385 0.001
H -6.5481 2.6221 0.1549 0.000
H -8.1088 2.4277 2.0339 0.000
H -8.0544 0.3471 3.5420 0.000
H -6.2455 -1.3801 3.2470 0.000
H -4.5494 -0.9652 1.5338 0.000
H -5.0117 3.5332 1.5666 0.000
H -3.8878 5.2778 2.5864 0.000
H -1.3096 5.4147 2.4499 0.000
H -0.1025 3.7505 1.2445 0.000
H -1.2815 2.1162 -0.0768 0.000
H -2.2111 -4.5568 -2.2128 0.000
H -4.1339 -5.9927 -2.4326 0.000
H -6.4443 -4.9739 -2.6851 0.000
H -6.5722 -2.4294 -2.9424 0.000
H -4.7104 -0.9833 -2.6082 0.000
H -0.6120 0.9179 -2.5774 -0.040
H -0.5001 2.5121 -4.3390 -0.007
H -1.6460 2.1008 -6.4461 0.000
H -3.0269 -0.0356 -6.6424 0.000
H -3.0442 -1.5730 -4.9624 0.000
O 2.9203 2.4369 -5.8212 0.115
C 2.8657 1.7986 -4.8130 -0.041
C 2.0689 2.3199 -3.5736 0.007
O 1.4554 3.3338 -3.3832 0.150
C 1.9668 1.1398 -2.5724 0.301
C 2.7127 0.0172 -3.1887 -0.024
O 2.7757 -1.0918 -2.6361 0.253
C 3.2280 0.3318 -4.6247 -0.066
O 3.6797 -0.3876 -5.4566 0.120
O 1.3540 1.0262 -1.5972 0.171
N 1.7411 4.1775 -0.7325 0.001
C 2.7120 4.3619 0.1967 0.000
O 2.6614 5.2207 1.0356 0.000
C 3.9069 3.4237 0.1886 -0.012
C 4.4425 3.0123 1.3968 0.000
C 5.3844 2.0317 1.3474 0.002
C 5.8348 1.5835 0.1163 0.001
N 5.3547 1.9896 -1.0711 0.003
C 4.4423 2.9178 -0.9634 0.034
H 0.9781 4.8418 -0.7007 0.000
H 1.7318 3.4218 -1.4294 -0.025
H 3.9881 3.4432 2.2783 0.000
H 5.7934 1.5720 2.2787 0.000
H 6.6271 0.8738 0.1494 0.000
H 4.1258 3.3048 -1.8922 -0.017
```

The value obtained for the gap between HOMO and LUMO (spin up / spin down) is 7.52 / 5.74 eV. The multiplicity is 2. The calculated total energy comes out at -251478.1127 eV. Its charge is -1. The LUMO energy (spin up / spin down) comes out at 1.54 / -0.26 eV. The calculation puts the energy above the lowest of the compared OMol25 structures with the same formula, charge and spin at 47.2 kJ/mol. As for the HOMO energy (spin up / spin down): -5.975 / -6.000 eV.